Formula: C14H23BClI3N2O7P
Source: the OMol25 dataset
Level of theory: wB97M-V/def2-TZVPD

2S+1 ... 1
HOMO-LUMO gap ... 7.63 eV
Net charge ... +1
ΔE to the lowest compared entry with this formula, charge and spin ... 0.188 eV

Last column: natural (NBO) charge in e.
Geometry (Å):
C -2.047 0.843 -2.171  -0.614
C -0.616 0.404 -1.828  -0.410
C -0.086 0.940 -0.483  -0.429
C -0.057 -0.085 0.656  -0.134
C -1.389 -0.899 0.609  -0.629
C -0.266 0.469 2.056  0.620
C -1.198 1.545 2.482  -0.652
C -0.580 2.914 2.662  0.551
O 0.318 3.366 2.040  -0.468
Cl -1.434 3.836 3.874  0.003
N 0.387 -0.225 2.918  -0.069
O 0.325 0.032 4.247  -0.488
C 1.251 -1.288 2.385  -0.623
P 0.568 -2.844 3.118  1.513
O 0.750 -2.618 4.579  -1.092
B 2.749 -1.337 3.071  1.152
O 2.987 -0.691 4.243  -0.908
O 3.706 -2.091 2.467  -0.864
C 1.318 -0.818 0.900  -0.035
I 2.680 0.998 1.259  0.221
C 2.037 -1.636 -0.207  -0.305
I 3.829 -0.969 -1.127  0.262
C 1.670 -2.823 -0.743  -0.114
C 2.395 -3.569 -1.831  -0.692
I -0.002 -3.949 -0.157  0.189
H -2.572 0.069 -2.725  0.226
H -2.033 1.719 -2.803  0.242
H -2.615 1.096 -1.276  0.184
H 0.044 0.806 -2.596  0.226
H -0.513 -0.678 -1.895  0.196
H 0.889 1.382 -0.644  0.243
H -0.734 1.762 -0.172  0.219
H -2.205 -0.179 0.656  0.230
H -1.492 -1.582 1.443  0.207
H -1.503 -1.447 -0.313  0.256
H -1.704 1.258 3.400  0.289
H -1.972 1.664 1.720  0.281
H 0.406 -0.846 4.688  0.531
H 1.336 -3.876 2.577  -0.041
H -0.761 -3.075 2.754  -0.039
H 3.268 -1.295 4.941  0.525
H 3.383 -2.739 1.832  0.498
H 2.551 -2.932 -2.697  0.253
H 3.345 -3.943 -1.452  0.250
H 1.817 -4.428 -2.155  0.237
C -2.574 4.622 -5.721  -0.485
N -2.642 3.136 -5.791  0.539
O -2.898 2.525 -4.771  -0.404
O -2.440 2.630 -6.868  -0.357
H -2.778 4.925 -4.702  0.228
H -1.577 4.913 -6.037  0.238
H -3.316 5.010 -6.411  0.243

Atoms 1-3, force components in eV/Å:
0.20 -0.22 0.15
0.16 0.29 -0.17
-0.30 -0.02 -0.31

Formula: C19H15ClN4O2Sr
Source: the OMol25 dataset
Level of theory: wB97M-V/def2-TZVPD

2S+1 ... 1
HOMO-LUMO gap (alpha / beta) ... 5.78 / 5.78 eV

Last column: natural (NBO) charge in e.
Geometry (Å):
Sr 0.131 -0.102 -1.174  1.799
C -3.004 -4.286 -0.105  -0.250
C -2.581 -3.409 -1.094  -0.178
C -2.037 -2.186 -0.749  -0.264
C -1.863 -1.784 0.598  0.248
C -2.310 -2.684 1.578  -0.287
C -2.869 -3.906 1.222  -0.181
N -1.229 -0.544 0.759  -0.766
C -0.933 0.187 1.825  0.344
C -1.187 -0.085 3.215  -0.320
C -0.803 0.785 4.190  -0.131
C -0.129 2.011 3.921  -0.281
C 0.142 2.329 2.632  -0.151
C -0.237 1.457 1.582  -0.032
N 0.025 1.742 0.271  -0.245
N 0.627 2.811 -0.053  -0.270
C 0.848 2.928 -1.458  0.329
C 1.496 4.081 -1.893  -0.234
C 1.745 4.251 -3.237  -0.142
C 1.339 3.278 -4.146  -0.270
C 0.695 2.172 -3.641  0.053
N 0.447 1.988 -2.333  -0.590
H -3.431 -5.246 -0.365  0.214
H -2.679 -3.675 -2.139  0.211
H -1.753 -1.509 -1.549  0.146
H -2.216 -2.458 2.625  0.205
H -3.201 -4.575 2.008  0.211
H -1.698 -0.984 3.508  0.208
H -1.024 0.526 5.220  0.211
H 0.158 2.668 4.731  0.215
H 0.654 3.244 2.365  0.231
H 1.795 4.810 -1.153  0.238
H 2.255 5.142 -3.583  0.224
H 1.516 3.378 -5.207  0.229
H 0.351 1.390 -4.309  0.192
Cl 4.556 -2.412 -1.776  -0.062
C 3.465 -2.317 -0.344  -0.450
C 2.231 -1.499 -0.678  0.733
O 1.225 -2.097 -1.171  -0.798
O 2.273 -0.246 -0.458  -0.800
H 4.027 -1.844 0.453  0.230
H 3.185 -3.332 -0.089  0.230

Atoms 1-3, force components in eV/Å:
-1.88 -0.79 -1.59
0.01 0.02 0.07
0.03 0.12 0.02

Formula: C15H19N3O4S
Source: the OMol25 dataset
Level of theory: wB97M-V/def2-TZVPD

2S+1 ... 1
HOMO-LUMO gap ... 8.13 eV
ΔE to the lowest compared entry with this formula, charge and spin ... 14.935 eV

Last column: natural (NBO) charge in e.
Geometry (Å):
C 3.705 0.309 -0.871  -0.220
O 4.449 -0.175 0.048  -0.537
C 3.714 -1.098 0.902  -0.045
C 2.859 -0.353 1.869  -0.309
N 1.630 -0.293 1.266  -0.427
C 0.982 -1.638 1.507  0.817
O 1.545 -2.604 2.091  -0.617
N -0.359 -1.784 0.833  -0.417
C -0.940 -0.701 0.341  0.042
C -0.401 0.656 0.413  -0.285
C -1.327 1.407 -0.124  0.074
C -2.394 0.959 -0.620  -0.465
S -2.465 -0.464 -0.336  0.648
C -3.628 1.831 -1.128  -0.330
C -2.951 3.231 -1.758  -0.333
C -2.103 3.869 -0.413  -0.372
C -0.841 3.197 -0.227  -0.358
H -0.332 3.411 0.698  0.247
H -0.319 3.110 -1.220  0.217
H -1.887 4.835 -0.745  0.196
H -2.669 3.934 0.287  0.171
H -3.832 3.745 -1.746  0.203
H -2.465 2.972 -2.486  0.173
H -4.024 1.261 -1.798  0.192
H -4.374 1.909 -0.658  0.173
C 0.860 0.784 0.917  0.652
O 1.652 1.953 1.028  -0.712
C -1.095 -3.165 0.717  -0.332
H -1.992 -3.029 1.148  0.227
H -0.482 -3.683 1.518  0.269
C -0.844 -3.603 -0.741  0.650
O -0.174 -2.835 -1.622  -0.641
N -1.331 -4.760 -0.915  -0.757
H -1.064 -5.052 -1.844  0.424
H -1.610 -5.287 -0.181  0.403
H 2.724 -1.043 2.880  0.243
H 3.171 0.643 1.842  0.281
H 4.592 -1.568 1.843  0.166
H 3.353 -1.967 0.444  0.195
H 3.145 -0.665 -1.319  0.122
H 4.398 0.811 -1.525  0.184
H 3.121 0.942 -0.314  0.184

Atoms 1-3, force components in eV/Å:
-2.64 -1.51 -4.56
4.43 -5.41 6.32
6.63 0.70 4.43

Formula: C2H7NO
Source: the OMol25 dataset
Level of theory: wB97M-V/def2-TZVPD

2S+1 ... 1
HOMO-LUMO gap ... 10.94 eV
ΔE to the lowest compared entry with this formula, charge and spin ... 2.040 eV

Last column: natural (NBO) charge in e.
Geometry (Å):
C -1.495 0.528 0.000  -0.624
C -0.214 -0.287 0.001  -0.070
N 2.139 0.003 0.000  -0.504
O 0.878 0.616 0.000  -0.406
H -1.529 1.159 0.883  0.215
H -1.524 1.164 -0.880  0.215
H -2.356 -0.135 -0.005  0.213
H -0.166 -0.933 -0.892  0.156
H -0.166 -0.932 0.894  0.156
H 2.216 -0.591 -0.829  0.324
H 2.217 -0.591 0.828  0.324

Atoms 1-3, force components in eV/Å:
0.44 -0.11 0.00
-0.10 -0.27 0.00
0.24 -0.15 0.00

Formula: C6H22O5
Source: the OMol25 dataset
Level of theory: wB97M-V/def2-TZVPD

2S+1 ... 1
HOMO-LUMO gap ... 8.19 eV
ΔE to the lowest compared entry with this formula, charge and spin ... 12.896 eV

Last column: natural (NBO) charge in e.
Geometry (Å):
O -0.518 0.495 -0.905  -0.877
H -0.653 -0.452 -0.938  0.516
H -0.164 0.657 -0.031  0.458
O -0.338 2.359 -1.451  -1.071
H -0.136 2.748 -0.600  0.440
H -0.516 1.439 -1.258  0.418
C 0.278 -0.637 1.811  -0.613
C 0.874 -1.959 1.470  -0.091
O -0.016 -2.587 0.516  -0.700
H 0.236 0.042 0.959  0.165
H 0.852 -0.193 2.624  0.229
H -0.699 -0.791 2.269  0.218
H 0.990 -2.587 2.354  0.186
H 1.805 -1.930 0.904  0.204
H -0.784 -2.796 1.053  0.497
C 2.020 1.439 -0.596  -0.651
C 1.833 2.417 0.555  -0.071
O 0.501 2.943 0.539  -0.714
H 3.086 1.253 -0.727  0.208
H 1.711 1.842 -1.560  0.278
H 1.456 0.525 -0.411  0.189
H 2.596 3.193 0.630  0.176
H 1.952 1.790 1.439  0.149
H 0.465 3.567 1.268  0.486
C -1.705 -1.676 -0.172  -0.771
C -2.202 -1.502 -1.567  -0.060
O -1.102 -1.007 -2.232  -0.717
H -1.283 -0.809 0.337  0.207
H -0.946 -2.453 -0.082  0.293
H -2.618 -1.947 0.358  0.205
H -2.890 -0.657 -1.596  0.151
H -2.628 -2.351 -2.101  0.175
H -1.456 -0.373 -2.859  0.488

Atoms 1-3, force components in eV/Å:
0.46 -9.24 6.37
0.57 0.36 -0.84
-0.55 1.04 -0.48

Formula: C3H7N4OPS
Source: the OMol25 dataset
Level of theory: wB97M-V/def2-TZVPD

2S+1 ... 1
HOMO-LUMO gap ... 8.56 eV
ΔE to the lowest compared entry with this formula, charge and spin ... 0.748 eV

Last column: natural (NBO) charge in e.
Geometry (Å):
C -1.829 -1.345 -1.033  -0.063
C -1.136 -1.968 -2.043  -0.134
C -0.012 -0.274 -1.202  0.189
N -1.131 -0.329 -0.521  -0.545
N 0.065 -1.265 -2.127  -0.534
N -0.711 1.510 1.500  -1.179
N 1.930 1.682 2.043  -1.207
O 0.860 -0.577 1.963  -1.075
P 0.752 0.748 1.385  2.151
S 1.395 0.661 -0.907  -0.146
H -2.646 -1.587 -0.516  0.200
H -1.364 -3.020 -2.308  0.231
H 0.976 -1.527 -2.562  0.435
H -0.504 2.526 1.159  0.391
H -1.424 1.052 0.914  0.457
H 2.598 1.066 2.351  0.415
H 2.181 2.648 1.905  0.415

Atoms 1-3, force components in eV/Å:
2.72 -0.22 -2.06
-0.60 -1.22 1.01
0.25 -0.90 -0.40

Formula: C2H3NOS
Source: the OMol25 dataset
Level of theory: wB97M-V/def2-TZVPD

2S+1 ... 1
HOMO-LUMO gap ... 9.27 eV
ΔE to the lowest compared entry with this formula, charge and spin ... 2.592 eV

Last column: natural (NBO) charge in e.
Geometry (Å):
C -0.095 1.033 -0.014  -0.253
C -0.100 -1.330 -0.019  -0.207
H -0.063 1.952 -0.692  0.221
H -0.342 1.502 1.023  0.174
H -0.340 -2.311 0.176  0.223
N 1.111 -0.997 -0.130  -0.083
O 1.143 0.386 -0.175  -0.379
S -1.313 -0.235 -0.170  0.303

Atoms 1-3, force components in eV/Å:
-0.15 2.93 1.17
1.60 -1.23 -0.11
-0.54 -1.59 0.35

Formula: C4H8O2
Source: the OMol25 dataset
Level of theory: wB97M-V/def2-TZVPD

2S+1 ... 1
HOMO-LUMO gap ... 10.64 eV
ΔE to the lowest compared entry with this formula, charge and spin ... 1.938 eV

Last column: natural (NBO) charge in e.
Geometry (Å):
C 1.386 -0.256 -0.116  -0.655
C 0.580 0.636 -1.066  -0.068
O -0.730 1.027 -0.652  -0.527
C -1.180 0.552 0.583  -0.177
C -1.210 -0.961 0.668  0.406
O -1.142 -1.580 1.702  -0.525
H 0.843 -1.090 0.327  0.220
H 1.800 0.314 0.720  0.214
H 2.205 -0.712 -0.676  0.229
H 1.152 1.558 -1.238  0.181
H 0.459 0.148 -2.040  0.176
H -2.227 0.868 0.667  0.221
H -0.630 0.957 1.444  0.189
H -1.305 -1.461 -0.322  0.114

Atoms 1-3, force components in eV/Å:
0.09 0.08 0.02
0.31 -0.10 -0.13
-0.04 -0.04 0.01

Number 1: maximum force 1.19 eV Å⁻¹, energy -2902.59332 hartree. Number 2: maximum force 2.58 eV Å⁻¹, energy -1593.49365 hartree. Number 3: maximum force 15.92 eV Å⁻¹, energy -1445.90812 hartree. Number 4: maximum force 0.45 eV Å⁻¹, energy -210.32378 hartree. Number 5: maximum force 12.19 eV Å⁻¹, energy -617.52564 hartree. Number 6: maximum force 3.84 eV Å⁻¹, energy -1152.37920 hartree. Number 7: maximum force 3.45 eV Å⁻¹, energy -606.09209 hartree. Number 8: maximum force 0.50 eV Å⁻¹, energy -307.64122 hartree.